Record 1
The following is a DFT calculation (the ωB97M-V functional and the def2-TZVPD basis) of C9H58CdNO21 as an isolated structure at a distorted geometry.

Atoms and positions in Å:
Cd  -2.381  -6.494  2.791
C  2.754  -1.502  -0.878
C  1.977  -0.670  0.242
C  2.385  0.868  0.216
C  1.626  1.752  -0.884
C  0.141  1.564  -0.688
C  -0.350  0.064  -0.757
N  0.506  -0.721  0.102
O  -0.234  -1.848  0.676
C  -0.263  -0.379  -2.274
C  -1.842  0.259  -0.425
C  2.501  -1.168  1.611
H  2.414  -2.529  -1.006
H  3.769  -1.554  -0.486
H  2.890  -1.094  -1.879
H  3.431  0.933  -0.085
H  2.425  1.453  1.134
H  1.991  1.564  -1.893
H  1.747  2.829  -1.001
H  -0.319  2.154  -1.481
H  -0.132  2.034  0.256
H  0.765  -0.275  -2.621
H  -0.632  0.286  -3.055
H  -0.541  -1.418  -2.455
H  -2.133  0.429  0.612
H  -2.335  -0.666  -0.723
H  -2.445  1.052  -0.868
H  2.109  -0.662  2.493
H  3.583  -1.115  1.738
H  2.161  -2.203  1.600
O  7.750  -7.963  -2.880
H  8.010  -8.503  -3.626
H  7.838  -7.063  -3.193
O  1.479  3.025  -8.500
H  2.096  2.295  -8.448
H  0.818  2.736  -9.130
O  -0.444  8.612  0.442
H  -1.058  8.294  1.104
H  0.287  7.997  0.477
O  5.743  -2.483  8.057
H  5.899  -2.660  7.129
H  5.247  -1.665  8.065
O  2.244  1.061  8.148
H  1.821  0.784  7.335
H  1.622  1.669  8.547
O  -9.809  3.311  -4.578
H  -10.699  3.607  -4.767
H  -9.815  3.114  -3.641
O  -1.170  1.415  4.776
H  -2.127  1.444  4.774
H  -0.948  0.764  4.111
O  1.298  -8.581  2.822
H  2.176  -8.498  2.450
H  1.306  -9.426  3.270
O  -9.928  2.883  0.251
H  -10.767  3.192  0.593
H  -9.683  2.163  0.831
O  -7.451  7.128  0.712
H  -8.269  7.493  1.047
H  -7.673  6.231  0.462
O  -3.100  -5.588  -6.218
H  -2.228  -5.329  -6.516
H  -2.962  -6.421  -5.768
O  -6.730  -2.086  -5.192
H  -6.252  -1.262  -5.285
H  -6.054  -2.762  -5.238
O  0.947  6.017  4.987
H  0.121  5.533  4.986
H  1.580  5.413  4.599
O  -0.555  6.861  -5.980
H  -0.032  6.121  -6.288
H  -0.916  6.568  -5.144
O  2.088  -4.135  -6.453
H  1.850  -4.929  -6.932
H  2.090  -4.401  -5.534
O  -9.159  -0.951  3.263
H  -9.520  -1.328  4.066
H  -8.827  -1.702  2.773
O  9.571  -1.296  2.591
H  9.024  -0.681  3.080
H  9.205  -2.157  2.795
O  -6.801  1.747  6.656
H  -7.517  1.167  6.915
H  -6.811  1.728  5.699
O  8.524  2.329  -3.427
H  7.998  2.454  -2.638
H  7.929  2.535  -4.148
O  8.521  -5.887  3.919
H  8.930  -6.673  4.282
H  7.723  -6.205  3.496

Calculated values
* net charge: +1
* HOMO-LUMO gap: 0.0832 Eh

Record 2
The following is a DFT calculation (the ωB97M-V functional and the def2-TZVPD basis) of C9H5CaNO4S as an isolated structure at a distorted geometry.

Atoms and positions in Å:
Ca  0.204  1.655  0.112
O  0.102  2.411  -3.601
C  0.165  2.260  -2.468
C  -1.201  3.444  1.161
O  -1.910  4.185  1.685
C  2.584  2.273  0.626
O  3.683  2.409  0.939
C  0.950  4.044  -0.107
O  1.311  5.144  -0.194
S  0.209  -0.101  2.117
C  -0.314  -1.373  1.089
N  0.514  -2.473  0.984
C  0.410  -3.387  -0.024
C  -0.670  -3.313  -0.898
C  -1.609  -2.288  -0.742
C  -1.469  -1.356  0.290
H  1.289  -2.534  1.664
H  1.206  -4.125  -0.069
H  -0.778  -4.056  -1.674
H  -2.446  -2.205  -1.426
H  -2.232  -0.615  0.538

Calculated values
* net charge: +2
* HOMO-LUMO gap: 0.2658 Eh

Record 3
The following is a DFT calculation (the ωB97M-V functional and the def2-TZVPD basis) of a 2-piece molecular cluster, C9H5Cl2F3 overall at a distorted geometry.

Atoms and positions in Å:
C  2.601  -0.161  0.917
C  2.393  -0.378  -0.407
C  1.546  -0.194  1.852
C  1.154  -0.648  -0.894
C  0.276  -0.292  1.428
C  0.096  -0.544  -0.041
C  -1.244  -0.547  -0.429
C  -2.297  -1.087  -0.965
C  -1.896  1.888  -0.480
F  -3.416  -0.507  -1.323
F  -2.932  2.042  0.383
F  -0.836  2.570  0.104
Cl  -2.415  -2.959  -0.985
Cl  -2.126  2.190  -2.147
H  3.607  0.139  1.181
H  3.253  -0.336  -1.114
H  1.864  -0.158  2.925
H  0.949  -1.084  -1.906
H  -0.577  0.067  1.903

Calculated values
* HOMO-LUMO gap (alpha / beta): 0.2752 / 0.2748 Eh

Record 4
The following is a DFT calculation (the ωB97M-V functional and the def2-TZVPD basis) of C9H6Br2O7Pd as an isolated structure at a distorted geometry.

Atoms and positions in Å:
Pd  -1.125  0.350  -0.250
Br  -2.040  -1.733  -1.441
Br  -2.450  1.709  1.556
C  2.409  2.152  -1.814
C  2.686  3.102  -2.848
C  1.482  3.502  -3.770
O  1.756  4.110  -4.803
C  0.170  3.135  -3.351
C  -0.003  2.214  -2.328
C  1.160  1.615  -1.583
O  0.989  0.654  -0.757
O  -1.201  1.949  -1.947
O  3.786  3.592  -3.073
H  3.289  1.716  -1.351
H  -0.702  3.611  -3.774
C  -0.476  -3.652  3.835
C  -1.922  -3.588  3.282
O  -1.786  -2.744  2.152
C  -0.596  -2.091  2.185
O  -0.293  -1.171  1.513
O  0.127  -2.511  3.264
H  -0.020  -4.565  3.445
H  -0.442  -3.617  4.920
H  -2.624  -3.148  3.988
H  -2.177  -4.592  2.949

Calculated values
* net charge: -2
* HOMO-LUMO gap (alpha / beta): 0.1924 / 0.1910 Eh
* spin multiplicity: 3

Record 5
The following is a DFT calculation (the ωB97M-V functional and the def2-TZVPD basis) of C9H6Br3O2 as an isolated structure at a distorted geometry.

Atoms and positions in Å:
C  -1.748  0.087  -0.652
C  -1.225  0.613  0.561
C  -0.881  -0.663  -1.403
C  0.027  0.342  0.943
C  0.372  -1.046  -0.983
C  0.957  -0.575  0.146
C  3.011  2.010  1.178
C  2.278  -0.907  0.717
C  3.407  0.845  0.166
O  2.573  1.567  2.245
O  3.352  3.064  0.698
Br  5.223  0.195  0.428
Br  3.119  -2.502  -0.041
Br  3.096  1.257  -1.634
H  -2.806  0.353  -0.936
H  -1.915  1.114  1.180
H  -1.163  -1.013  -2.334
H  0.332  0.593  1.957
H  0.800  -1.751  -1.656
H  2.275  -0.649  1.749

Calculated values
* net charge: -1
* HOMO-LUMO gap: 0.2776 Eh

Record 6
The following is a DFT calculation (the ωB97M-V functional and the def2-TZVPD basis) of one molecule with the formula C9H6Cl2O3.

Atoms and positions in Å:
C  -1.602  0.981  -2.009
C  -2.432  0.231  -1.006
Cl  -4.080  0.043  -1.464
C  -1.974  -0.294  0.137
Cl  -3.047  -1.130  1.204
C  -0.576  -0.172  0.580
C  0.058  1.004  0.641
C  1.468  1.161  1.047
O  1.936  2.250  1.274
C  2.271  -0.091  1.160
O  3.600  0.089  1.345
C  1.655  -1.276  1.127
C  0.196  -1.412  0.977
O  -0.328  -2.487  1.150
H  -2.132  1.072  -2.952
H  -1.404  1.997  -1.663
H  -0.647  0.488  -2.186
H  -0.456  1.932  0.418
H  4.099  -0.512  0.779
H  2.232  -2.186  1.239

Calculated values
* structure (SMILES): C/C(Cl)=C(/Cl)C1=CC(=O)C(O)=CC1=O
* HOMO-LUMO gap: 0.2802 Eh

Record 7
The following is a DFT calculation (the ωB97M-V functional and the def2-TZVPD basis) of an isolated ion of composition C9H6ClF2O3 and charge -1 at a distorted geometry.

Atoms and positions in Å:
O  0.663  0.951  -3.196
C  -0.002  0.562  -2.141
C  -1.093  1.536  -1.784
F  -1.065  2.557  -2.658
F  -1.162  2.263  -0.615
Cl  -2.692  0.799  -1.909
O  -0.423  -0.874  -1.993
C  0.674  -0.429  -1.225
O  1.922  -0.744  -1.765
C  0.496  -0.553  0.210
C  -0.726  -1.167  0.695
C  -1.026  -1.075  2.049
C  -0.164  -0.567  2.949
C  1.083  -0.084  2.518
C  1.393  -0.190  1.191
H  2.041  -0.136  -2.559
H  -1.517  -1.615  0.046
H  -2.146  -1.182  2.302
H  -0.506  -0.338  4.039
H  1.919  0.144  3.064
H  2.330  0.143  0.783

Calculated values
* net charge: -1
* structure (SMILES): [O-][C@@]1(C(F)(F)Cl)O[C@]1(O)c1ccccc1
* HOMO-LUMO gap: 0.2807 Eh

Record 8
The following is a DFT calculation (the ωB97M-V functional and the def2-TZVPD basis) of one molecule with the formula C9H6FNO at a distorted geometry.

Atoms and positions in Å:
O  2.955  3.740  -1.949
C  2.293  2.864  -1.585
N  1.660  1.920  -1.265
C  0.755  1.264  -0.488
C  -0.221  2.050  0.193
C  -1.228  1.454  0.958
C  -1.236  0.049  0.929
C  -0.345  -0.671  0.162
C  0.719  -0.124  -0.572
C  1.774  -0.862  -1.234
C  1.686  -2.335  -1.402
F  2.821  -2.833  -2.023
H  0.075  3.063  0.084
H  -2.011  1.882  1.490
H  -2.100  -0.448  1.490
H  -0.401  -1.664  0.216
H  2.628  -0.215  -1.497
H  0.995  -3.191  -1.327

Calculated values
* structure (SMILES): O=C=Nc1ccccc1/C=C/F
* HOMO-LUMO gap: 0.3056 Eh

Record 9
The following is a DFT calculation (the ωB97M-V functional and the def2-TZVPD basis) of one molecule with the formula C9H6N2O2S at a distorted geometry.

Atoms and positions in Å:
C  -3.200  -1.107  0.153
C  -3.364  -0.070  -0.773
C  -1.910  -1.550  0.494
C  -2.190  0.575  -1.149
C  -0.765  -0.831  0.089
C  2.536  1.886  0.871
C  3.601  1.520  0.193
C  1.635  -0.018  0.292
C  0.622  -1.189  0.404
N  -0.969  0.301  -0.660
N  1.435  1.106  0.831
O  1.077  -2.275  0.676
O  3.425  -0.548  -1.589
S  3.360  -0.255  -0.199
H  -4.158  -1.616  0.502
H  -4.247  0.361  -1.119
H  -1.714  -2.439  1.098
H  -2.046  1.449  -1.756
H  2.313  2.818  1.456
H  4.559  1.883  0.186

Calculated values
* HOMO-LUMO gap: 0.2966 Eh